200
Properties=species:S:1:pos:R:3 method="wB97M-V/def2-TZVPD" energy_ev=-183030.758 orbital_gap_ev=9.8724 relative_energy_kcal_mol=58.6
C 1.5872 9.6219 3.0002
O 0.5789 9.6369 3.9608
P -0.0124 8.2400 4.5842
O 0.9218 7.6635 5.6180
O -1.4884 8.6481 5.2338
C -1.5334 9.7456 6.1354
O -0.5140 7.3851 3.2662
C -0.8409 6.0031 3.3228
H 1.1280 9.6847 2.0136
H 2.2510 8.7682 3.1373
H 2.2990 10.4353 3.1409
H -0.8357 9.6227 6.9637
H -2.4914 9.7996 6.6527
H -1.1106 10.6517 5.7015
H -1.9033 5.7690 3.2545
H -0.2637 5.4653 4.0749
H -0.4445 5.4028 2.5039
C 6.5996 -8.9007 1.6917
O 5.2164 -8.5198 1.5633
P 4.6629 -7.4372 2.7012
O 5.0663 -6.0485 2.3782
O 5.1016 -8.1260 4.1029
C 4.8727 -7.4872 5.3101
O 3.0096 -7.7121 2.6937
C 2.1323 -6.7778 2.0645
H 6.9133 -9.9384 1.8056
H 7.0636 -8.3291 2.4954
H 7.0669 -8.5482 0.7721
H 5.8305 -7.5377 5.8279
H 4.1565 -8.0225 5.9335
H 4.6953 -6.4126 5.2662
H 1.2004 -7.2750 1.7954
H 2.5854 -6.2542 1.2227
H 2.0241 -5.9699 2.7882
C 0.2225 13.0742 -1.8496
O -0.9101 12.6240 -2.6083
P -0.6899 11.1029 -3.2109
O -1.8283 10.6194 -4.0100
O 0.7465 11.0940 -3.9428
C 1.0328 12.0445 -4.9100
O -0.3923 10.1588 -1.9440
C -0.2822 8.7293 -2.2290
H 1.1426 13.1455 -2.4296
H 0.5288 12.5002 -0.9751
H 0.1851 14.0796 -1.4301
H 1.9626 12.4999 -4.5693
H 0.2826 12.8088 -5.1129
H 1.1831 11.5581 -5.8737
H -0.4233 8.4179 -3.2640
H -1.0320 8.2376 -1.6091
H 0.7478 8.4113 -2.0676
C -1.8552 -0.6766 2.1903
O -0.5818 0.0157 1.8660
P -0.1423 0.0547 0.3234
O -1.0782 0.5932 -0.7135
O 1.3132 0.8263 0.3919
C 1.6816 1.8167 -0.4984
O 0.3185 -1.5188 0.0531
C 1.0235 -1.9113 -1.1425
H -1.6510 -1.3497 3.0230
H -2.3423 -1.2160 1.3780
H -2.5310 0.0603 2.6243
H 1.3856 1.6817 -1.5388
H 2.7438 2.0535 -0.4381
H 1.2447 2.6735 0.0145
H 0.3565 -2.1710 -1.9646
H 1.7102 -2.7163 -0.8812
H 1.5583 -1.0923 -1.6235
C 6.1484 -0.5036 -0.3184
O 6.7759 0.6142 -0.9387
P 7.2905 0.4606 -2.4360
O 8.4477 -0.4162 -2.6732
O 5.8846 0.0716 -3.1958
C 5.6833 0.3501 -4.5645
O 7.6061 1.9945 -2.7801
C 8.6123 2.3593 -3.7869
H 6.0302 -1.2603 -1.0940
H 5.1944 -0.1466 0.0695
H 6.8170 -0.8871 0.4524
H 6.1215 1.2987 -4.8747
H 4.6034 0.4593 -4.6639
H 6.0415 -0.4102 -5.2585
H 8.3170 3.2102 -4.4008
H 8.7152 1.6636 -4.6197
H 9.5368 2.6010 -3.2626
C -3.2215 -12.5859 -2.5663
O -3.3259 -11.2015 -2.5700
P -2.4718 -10.1054 -1.7120
O -1.6565 -10.5683 -0.6025
O -1.7757 -9.2411 -2.9363
C -0.4686 -8.7036 -2.8274
O -3.6634 -9.1174 -1.3160
C -4.6884 -8.7973 -2.2993
H -3.8423 -12.9946 -3.3636
H -3.5833 -13.0550 -1.6513
H -2.1632 -12.8471 -2.5630
H 0.3527 -9.2273 -3.3167
H -0.1960 -8.5130 -1.7894
H -0.5787 -7.6803 -3.1865
H -5.5819 -9.0427 -1.7253
H -4.6653 -9.3740 -3.2239
H -4.6544 -7.7204 -2.4646
O -4.9864 -0.3622 -7.0500
C -5.0901 0.6203 -7.8104
O -5.4493 1.8438 -7.5064
C -5.5616 2.2360 -6.1949
C -4.3083 2.2639 -5.3946
C -4.8124 0.5214 -9.2868
H -6.3034 1.6574 -5.6444
H -5.8250 3.2912 -6.1231
H -3.8022 3.1899 -5.6676
H -3.6542 1.4069 -5.5555
H -4.5489 2.1830 -4.3345
H -5.6476 0.1228 -9.8628
H -4.0762 -0.2795 -9.3546
H -4.2609 1.2938 -9.8228
O -7.3473 -3.5208 -0.8659
C -6.9385 -2.4535 -1.2229
O -7.1634 -1.2876 -0.7494
C -8.0314 -1.0479 0.3543
C -9.5048 -0.9105 -0.0303
C -5.9464 -2.3539 -2.3170
H -7.6866 -0.1063 0.7816
H -8.0245 -1.8908 1.0454
H -10.0823 -0.4863 0.7911
H -9.8127 -1.8534 -0.4823
H -9.5788 -0.1647 -0.8218
H -6.5074 -2.1933 -3.2377
H -5.4636 -3.3309 -2.2976
H -5.2600 -1.5156 -2.1973
O -2.2126 -4.1199 -10.9840
C -1.2757 -4.8451 -10.6318
O -1.1832 -5.3667 -9.3671
C -2.0586 -5.0327 -8.2907
C -1.3089 -4.0452 -7.3465
C -0.2530 -5.4487 -11.5616
H -2.2419 -5.9872 -7.7974
H -2.9928 -4.6199 -8.6716
H -0.2949 -4.3866 -7.1385
H -1.7042 -3.8941 -6.3421
H -1.2151 -3.0425 -7.7635
H 0.6930 -5.0892 -11.1567
H -0.2769 -5.1724 -12.6157
H -0.2933 -6.5286 -11.4195
O 0.6614 -5.6817 8.8966
C -0.5094 -5.3444 9.0990
O -1.0294 -5.1536 10.3285
C -0.4454 -5.5326 11.6053
C -1.3311 -6.5823 12.2965
C -1.3716 -4.8040 7.9627
H -0.1576 -4.6926 12.2375
H 0.5389 -5.9862 11.4890
H -0.9519 -6.8730 13.2762
H -1.3479 -7.4972 11.7042
H -2.3049 -6.1338 12.4934
H -1.4749 -3.7318 8.1296
H -2.2022 -5.5096 7.9424
H -0.8921 -4.9368 6.9930
O 7.4068 -0.5139 6.4011
C 6.7900 -1.4994 6.7820
O 5.4976 -1.7004 6.9576
C 4.6046 -0.6237 6.6242
C 3.2417 -1.1905 6.3604
C 7.6087 -2.8350 6.9098
H 4.8736 0.0608 5.8197
H 4.5097 -0.0689 7.5576
H 2.7561 -1.3460 7.3238
H 3.3118 -2.1613 5.8698
H 2.6153 -0.4686 5.8364
H 7.3012 -3.1731 7.8994
H 8.6974 -2.8402 6.8568
H 7.1427 -3.5398 6.2212
O 2.2470 5.4236 -5.2732
C 2.0055 5.3271 -6.5046
O 2.4300 6.1363 -7.4695
C 3.2808 7.2367 -7.0184
C 4.6684 6.7808 -6.8466
C 1.0884 4.2192 -7.0939
H 3.1115 7.6014 -6.0053
H 3.2782 8.0968 -7.6879
H 5.1010 6.2470 -7.6928
H 4.6489 6.2337 -5.9040
H 5.3887 7.5989 -6.8414
H 1.3797 3.9150 -8.0992
H 0.0434 4.5253 -7.0455
H 1.4356 3.3818 -6.4886
O -3.9422 3.2854 6.2672
C -4.5568 2.5790 7.1307
O -4.2394 2.6293 8.5475
C -3.6339 3.7032 9.1159
C -4.4734 4.9555 9.3651
C -5.6248 1.6559 6.7594
H -2.6967 4.0449 8.6767
H -3.4192 3.2711 10.0933
H -3.8214 5.8132 9.5303
H -5.0789 4.8116 10.2600
H -5.0072 5.1533 8.4356
H -5.2321 0.6434 6.8525
H -6.1716 1.8109 5.8293
H -6.2540 1.8240 7.6335

167
Properties=species:S:1:pos:R:3 method="wB97M-V/def2-TZVPD" energy_ev=-61971.063 orbital_gap_ev=6.7096 relative_energy_kcal_mol=922.9
C -3.3100 4.7652 -0.9412
C -2.8940 3.4651 -1.5666
C -4.1365 2.6894 -1.7788
O -4.9796 3.1513 -0.7365
C -4.7914 4.6042 -0.6531
H -3.1941 5.6155 -1.6132
H -2.8315 5.0069 0.0078
H -2.2509 2.9507 -0.8525
H -2.2955 3.7433 -2.4341
H -4.0405 1.6062 -1.7038
H -4.6451 2.8142 -2.7348
H -5.0290 4.9843 0.3404
H -5.4152 5.0394 -1.4339
C -1.5464 2.9697 -4.9107
C -1.0968 2.1039 -3.7574
N 0.3464 1.6863 -3.9118
C 1.3524 2.7787 -3.9986
C 2.7938 2.4040 -4.4999
C 0.7081 0.7279 -2.8273
C 0.8901 1.3433 -1.4044
H -1.1689 2.4929 -5.8153
H -1.2963 4.0259 -4.8108
H -2.6241 2.9798 -5.0736
H -1.3178 2.5329 -2.7800
H -1.7912 1.2739 -3.6270
H 0.7870 3.4435 -4.6516
H 1.5072 3.3718 -3.0973
H 3.3154 3.3603 -4.5394
H 3.2275 1.7038 -3.7859
H 2.8321 1.8901 -5.4604
H 1.5358 0.0881 -3.1336
H -0.0144 -0.0863 -2.7707
H 1.5328 2.2204 -1.4803
H 1.3896 0.5772 -0.8114
H -0.1027 1.5284 -0.9943
C -1.0006 -2.1866 -1.4657
C -1.3409 -1.7716 -0.0466
N -0.9455 -0.4253 0.4154
C 0.5360 -0.3457 0.4954
C 0.9962 0.8798 1.2848
C -1.6604 0.6497 -0.3160
C -3.1753 0.5496 -0.5137
H -1.5324 -1.5829 -2.2011
H -1.3555 -3.2154 -1.5269
H 0.0750 -2.1466 -1.6374
H -2.4211 -1.7131 0.0866
H -1.0502 -2.5314 0.6789
H 0.8470 -0.3694 -0.5490
H 0.9821 -1.2015 1.0021
H 0.5490 0.8591 2.2786
H 0.4634 1.7371 0.8735
H 2.0814 0.9781 1.3132
H -1.3990 1.5064 0.3051
H -1.0736 0.9207 -1.1937
H -3.5232 0.5799 0.5189
H -3.6833 1.3524 -1.0481
H -3.2940 -0.3887 -1.0555
C 4.1309 1.6908 3.3249
C 4.3596 2.2336 1.9040
N 3.6005 3.4525 1.6564
C 4.0019 4.6533 2.3490
C 5.2402 5.1884 1.5898
C 2.1637 3.3328 1.6496
C 1.6172 2.4249 0.5452
H 3.1110 1.3189 3.4225
H 4.3391 2.4112 4.1159
H 4.8319 0.8678 3.4642
H 5.4186 2.3618 1.6798
H 4.1915 1.4746 1.1399
H 3.3330 5.5136 2.3282
H 4.2499 4.5401 3.4044
H 6.0528 4.4743 1.7230
H 5.0831 5.1984 0.5112
H 5.5810 6.1978 1.8202
H 1.8764 4.3290 1.3132
H 1.5951 3.1835 2.5675
H 0.5305 2.5083 0.5615
H 2.0711 1.4343 0.5168
H 1.8093 2.8448 -0.4422
C 1.8258 -2.1850 -0.3196
C 1.7578 -1.9112 -1.9056
N 3.0301 -1.9796 -2.5209
C 3.0454 -2.0471 -3.9824
C 2.3295 -3.2157 -4.7181
C 3.9669 -0.9794 -2.0581
C 3.4281 0.5450 -2.2927
H 0.8152 -2.1290 0.0848
H 2.3429 -1.3097 0.0736
H 2.3320 -3.1404 -0.1813
H 1.2146 -2.7637 -2.3131
H 1.1445 -1.0355 -2.1184
H 2.6609 -1.0814 -4.3108
H 4.0605 -2.0790 -4.3780
H 2.5904 -3.4154 -5.7574
H 2.6408 -4.0755 -4.1248
H 1.2536 -3.0466 -4.6740
H 4.9450 -1.0234 -2.5373
H 4.1994 -1.2440 -1.0266
H 3.2489 0.6622 -3.3614
H 4.2315 1.2284 -2.0177
H 2.6123 0.6912 -1.5846
C -0.6945 -1.3516 2.8304
C 0.3346 -2.4009 3.3706
N 1.6005 -2.2696 2.6372
C 2.4505 -3.4755 2.8955
C 1.7477 -4.7794 2.6587
C 2.3049 -1.0678 3.0648
C 3.3848 -0.5194 2.0362
H -0.8635 -1.3949 1.7544
H -0.4587 -0.3063 3.0300
H -1.6707 -1.6295 3.2279
H 0.5826 -2.4045 4.4320
H -0.2150 -3.3010 3.0952
H 3.3415 -3.4148 2.2705
H 2.7878 -3.3921 3.9286
H 1.2959 -4.9431 1.6803
H 2.5084 -5.5532 2.7620
H 1.0328 -4.9401 3.4656
H 2.8535 -1.3423 3.9657
H 1.7086 -0.1720 3.2381
H 3.9221 0.3201 2.4772
H 3.0210 -0.1238 1.0878
H 4.0320 -1.3237 1.6863
C -3.5003 -4.0913 -0.7385
C -3.0501 -5.2922 -1.4995
N -2.6083 -5.0174 -2.9055
C -3.5854 -4.3171 -3.7560
C -4.9805 -4.9684 -3.9174
C -1.4316 -4.1613 -2.9577
C -0.3002 -4.6912 -2.1614
H -2.7412 -3.3128 -0.6617
H -3.8753 -4.3921 0.2398
H -4.3496 -3.5988 -1.2120
H -2.3447 -5.9193 -0.9542
H -3.9484 -5.9089 -1.5286
H -3.7563 -3.3118 -3.3710
H -3.2269 -4.2451 -4.7828
H -5.5428 -5.0748 -2.9897
H -5.6249 -4.5185 -4.6727
H -4.7885 -5.9489 -4.3532
H -1.5655 -3.0809 -2.9033
H -1.2831 -4.2140 -4.0362
H -0.4217 -4.4430 -1.1071
H 0.6628 -4.3589 -2.5490
H -0.4055 -5.7749 -2.2145
C -0.5178 1.9304 3.1922
C -1.0781 0.9391 4.1602
N -2.5538 1.1222 4.3030
C -2.6929 2.3145 5.1593
C -4.1500 2.8285 5.3905
C -3.2182 -0.0407 4.6685
C -2.5851 -0.8334 5.8688
H -1.1760 2.7243 2.8393
H -0.0128 1.4882 2.3334
H 0.2618 2.4247 3.7719
H -0.9870 -0.0447 3.6997
H -0.5057 1.0545 5.0806
H -2.1493 2.0449 6.0648
H -2.1345 3.2284 4.9564
H -4.0626 3.7151 6.0185
H -4.4779 3.2424 4.4370
H -4.8604 2.1404 5.8486
H -3.2299 -0.6959 3.7975
H -4.2785 0.1700 4.8081
H -3.0049 -0.4897 6.8142
H -1.5142 -1.0304 5.9175
H -2.7967 -1.8937 5.7305